No. 1
{"formula": "C60H51AlO19P", "method": "ωB97M-V/def2-TZVPD", "multiplicity": 1, "energy_ha": -4329.8842, "fmax_ha_per_bohr": 0.084, "gap_ev": 2.9, "relative_energy_kj_mol": 172.3, "e_homo_ha": -0.1263, "total_charge": -1, "species": ["C", "C", "P", "C", "Al", "C", "C", "C", "O", "H", "H", "H", "H", "H", "H", "H", "H", "H", "H", "H", "H", "H", "H", "H", "C", "C", "C", "O", "C", "C", "C", "O", "H", "H", "H", "H", "C", "C", "C", "O", "C", "C", "C", "O", "H", "H", "H", "H", "C", "C", "C", "O", "C", "C", "C", "O", "H", "H", "H", "H", "C", "C", "C", "O", "C", "C", "C", "O", "H", "H", "H", "H", "C", "C", "C", "O", "C", "C", "C", "O", "H", "H", "H", "H", "C", "C", "C", "O", "C", "C", "C", "O", "H", "H", "H", "H", "C", "C", "C", "O", "C", "C", "C", "O", "H", "H", "H", "H", "C", "C", "C", "O", "C", "C", "C", "O", "H", "H", "H", "H", "C", "C", "C", "O", "C", "C", "C", "O", "H", "H", "H", "H"], "coordinates": [[0.33958, 0.52204, -0.89556], [0.57048, 2.05882, -1.33954], [-0.90712, 3.01588, -0.56750], [-0.32017, 4.59997, 0.27930], [-2.32002, 3.52680, -2.39635], [-3.96461, 2.27803, -2.31292], [-3.92278, 1.68124, -0.73935], [-5.38182, 1.74351, 0.03794], [-4.14923, 2.69392, 0.33008], [-0.57907, 0.08699, -1.40996], [1.26370, -0.11203, -1.04378], [0.14027, 0.57922, 0.22337], [0.51379, 2.19705, -2.45825], [1.56519, 2.35445, -0.89442], [0.40772, 5.22252, -0.31250], [0.04922, 4.34412, 1.32402], [-1.24832, 5.24442, 0.43915], [-2.85055, 5.04699, -2.24350], [-1.52907, 3.45482, -3.78014], [-3.89076, 1.37062, -2.98093], [-4.95582, 2.81106, -2.39852], [-3.23658, 0.75816, -0.52566], [-5.42439, 1.54493, 1.14879], [-6.19964, 2.23874, -0.55709], [1.64155, -0.77144, 3.10682], [1.25841, -1.61730, 4.06239], [0.29613, -1.20698, 5.10688], [-0.05294, -1.97967, 5.98076], [-0.22538, 0.17414, 5.05102], [0.15738, 1.02059, 4.09646], [1.11920, 0.61174, 3.05171], [1.46637, 1.37993, 2.17985], [2.34540, -1.05316, 2.33299], [1.62922, -2.63381, 4.11861], [-0.92896, 0.45548, 5.82414], [-0.21377, 2.03623, 4.04076], [-4.12889, -1.37631, 1.12147], [-5.45237, -1.52958, 1.16747], [-6.07946, -2.84992, 0.94599], [-7.28779, -2.99127, 0.98585], [-5.18275, -3.99351, 0.67293], [-3.86046, -3.84079, 0.62747], [-3.23225, -2.52045, 0.84932], [-2.02439, -2.38211, 0.80979], [-3.65276, -0.41652, 1.28049], [-6.12226, -0.70346, 1.36639], [-5.65912, -4.95266, 0.51375], [-3.19012, -4.66729, 0.42862], [4.73612, 8.45954, 1.08650], [3.41231, 8.32044, 1.15749], [2.76725, 7.00486, 0.95145], [1.56331, 6.87526, 1.01347], [3.64726, 5.85062, 0.66535], [4.97132, 5.99060, 0.59448], [5.61601, 7.30523, 0.80047], [6.82452, 7.43361, 0.73801], [5.22551, 9.41418, 1.23374], [2.75366, 9.15416, 1.36650], [3.15748, 4.89560, 0.51799], [5.63000, 5.15701, 0.38538], [4.31792, 0.45920, 7.86476], [5.61601, 0.16279, 7.92242], [6.44067, 0.08626, 6.69666], [7.62419, -0.18604, 6.74895], [5.77024, 0.35273, 5.40538], [4.47195, 0.64922, 5.34757], [3.64758, 0.72568, 6.57341], [2.46452, 0.99765, 6.52132], [3.69882, 0.51881, 8.75105], [6.12276, -0.03436, 8.85882], [6.38908, 0.29305, 4.51894], [3.96511, 0.84643, 4.41068], [-4.69308, 3.57564, -8.84259], [-3.74230, 3.06157, -8.06270], [-3.83423, 3.13920, -6.58881], [-2.96914, 2.67315, -5.87784], [-5.02125, 3.80785, -6.01255], [-5.97211, 4.32223, -6.79323], [-5.88040, 4.24421, -8.26727], [-6.74969, 4.71204, -8.98089], [-4.64187, 3.52816, -9.92330], [-2.86905, 2.56910, -8.46670], [-5.07125, 3.85472, -4.93121], [-6.84716, 4.81565, -6.38903], [-3.89697, -5.93639, 6.78454], [-4.24158, -5.79162, 5.50550], [-3.42998, -4.96971, 4.58073], [-3.74642, -4.83830, 3.41210], [-2.22249, -4.31660, 5.12882], [-1.87702, -4.46138, 6.40851], [-2.68762, -5.28300, 7.33308], [-2.37365, -5.41845, 8.49972], [-4.47889, -6.53337, 7.47570], [-5.12216, -6.26335, 5.08705], [-1.64022, -3.71970, 4.43773], [-0.99654, -3.98983, 6.82485], [-0.31246, -6.98922, 3.76799], [-0.34228, -8.09776, 3.02857], [0.84036, -8.97922, 2.92031], [0.81509, -9.98933, 2.24500], [2.05613, -8.58429, 3.66493], [2.08590, -7.47562, 4.40425], [0.90314, -6.59389, 4.51253], [0.92931, -5.58350, 5.18824], [-1.16755, -6.33267, 3.85780], [-1.22381, -8.40171, 2.47804], [2.91177, -9.24157, 3.57469], [2.96737, -7.17146, 4.95477], [6.31426, -0.62265, -2.18931], [6.16806, -0.53143, -3.51085], [4.92838, -0.98530, -4.17865], [4.79564, -0.90422, -5.38373], [3.85799, -1.54213, -3.32378], [4.00449, -1.63331, -2.00227], [5.24322, -1.17979, -1.33445], [5.37706, -1.26075, -0.12843], [7.21438, -0.29622, -1.68371], [6.94119, -0.12570, -4.15130], [2.95769, -1.86829, -3.82885], [3.23092, -2.03878, -1.36221], [-0.20400, 0.84538, -8.81462], [1.09733, 0.55779, -8.77122], [1.90664, 0.47812, -10.00681], [3.09204, 0.21431, -9.97004], [1.21783, 0.73126, -11.29167], [-0.08247, 1.01868, -11.33515], [-0.89179, 1.09822, -10.09983], [-2.07868, 1.36279, -10.13990], [-0.81245, 0.90755, -7.92012], [1.61718, 0.37078, -7.83985], [1.82598, 0.66949, -12.18540], [-0.60228, 1.20597, -12.26653]], "lowdin_charge": [-0.22, -0.49, 0.73, -0.42, 0.10, -0.27, -0.35, -0.07, -0.23, 0.06, 0.04, 0.02, 0.03, 0.05, 0.01, 0.01, 0.03, -0.13, -0.13, 0.04, 0.03, 0.11, 0.09, 0.08, 0.02, 0.02, -0.38, 0.08, 0.01, 0.03, -0.39, 0.10, 0.12, 0.12, 0.12, 0.13, 0.02, 0.02, -0.39, 0.09, 0.01, 0.00, -0.38, 0.09, 0.11, 0.11, 0.12, 0.12, 0.01, 0.02, -0.38, 0.11, 0.03, 0.02, -0.40, 0.09, 0.12, 0.12, 0.12, 0.12, 0.02, 0.02, -0.39, 0.10, 0.03, 0.03, -0.37, 0.11, 0.12, 0.12, 0.12, 0.12, 0.02, 0.03, -0.37, 0.08, 0.04, 0.01, -0.40, 0.08, 0.12, 0.08, 0.12, 0.12, 0.02, 0.02, -0.39, 0.10, 0.00, 0.02, -0.38, 0.11, 0.12, 0.12, 0.12, 0.11, 0.04, 0.03, -0.39, 0.10, 0.02, 0.02, -0.37, 0.11, 0.10, 0.12, 0.12, 0.12, 0.02, 0.02, -0.39, 0.10, 0.03, 0.02, -0.39, 0.09, 0.12, 0.12, 0.12, 0.12, 0.03, 0.03, -0.39, 0.11, 0.02, 0.02, -0.37, 0.09, 0.13, 0.13, 0.12, 0.12]}



No. 2
{"formula": "C60H51N6O9PRhSeTe", "method": "ωB97M-V/def2-TZVPD", "multiplicity": 6, "energy_ha": -6443.6509, "fmax_ha_per_bohr": 0.031, "gap_ev": [4.3, 6.6], "relative_energy_kj_mol": 265.7, "e_homo_ha": [-0.0214, -0.1059], "total_charge": -2, "species": ["Rh", "O", "N", "C", "C", "C", "C", "C", "C", "C", "P", "C", "C", "C", "C", "C", "C", "C", "C", "C", "C", "C", "C", "H", "H", "H", "H", "H", "H", "H", "H", "H", "H", "H", "H", "H", "H", "H", "H", "N", "C", "C", "C", "C", "C", "C", "H", "H", "H", "H", "H", "C", "C", "C", "C", "C", "C", "Te", "N", "C", "O", "C", "C", "C", "C", "C", "C", "C", "C", "C", "C", "C", "C", "C", "C", "C", "C", "H", "H", "H", "H", "H", "H", "H", "H", "H", "H", "H", "H", "H", "H", "H", "H", "H", "H", "H", "H", "H", "H", "H", "O", "N", "O", "C", "C", "C", "C", "O", "C", "C", "N", "O", "O", "N", "O", "O", "H", "H", "Se", "C", "C", "C", "C", "C", "C", "H", "H", "H", "H", "H"], "coordinates": [[-0.56042, 0.81771, 1.56674], [-1.92038, 0.81912, 4.07321], [-0.65395, 0.63546, 3.59120], [0.13698, 0.27929, 4.51984], [1.59393, 0.12778, 4.43063], [2.20794, -0.08213, 5.67399], [3.57739, -0.18839, 5.79811], [4.37103, -0.08500, 4.66335], [3.77427, 0.09621, 3.43034], [2.38873, 0.19847, 3.27944], [1.73074, 0.35227, 1.55605], [2.82040, -0.92583, 0.80244], [3.90165, -0.68822, -0.04201], [4.68214, -1.74608, -0.49174], [4.38167, -3.04766, -0.11794], [3.29530, -3.29327, 0.71069], [2.52748, -2.23681, 1.17096], [2.51081, 1.92726, 1.02807], [2.63316, 2.20071, -0.33481], [3.16152, 3.40148, -0.77946], [3.54809, 4.36952, 0.13628], [3.38890, 4.12961, 1.49264], [2.87973, 2.91667, 1.93609], [-2.51342, 0.77429, 3.29245], [-0.31854, 0.11524, 5.49208], [1.57897, -0.16297, 6.55216], [4.02270, -0.35574, 6.77073], [5.44883, -0.16008, 4.73649], [4.39730, 0.14725, 2.54621], [4.15887, 0.31917, -0.33874], [5.52251, -1.54735, -1.14731], [4.97961, -3.87181, -0.48826], [3.01810, -4.30385, 0.97665], [1.67500, -2.43957, 1.80866], [2.29744, 1.46847, -1.06101], [3.23563, 3.58625, -1.84499], [3.93969, 5.31977, -0.20577], [3.64874, 4.89486, 2.21380], [2.75279, 2.75190, 2.99878], [-0.98034, 2.67243, 1.78329], [-0.48726, 3.86128, 1.39820], [-0.01653, 4.08972, 0.08516], [0.40443, 5.34464, -0.30742], [0.41755, 6.41005, 0.58993], [-0.03059, 6.19838, 1.89282], [-0.49686, 4.96039, 2.29130], [-0.02149, 3.25563, -0.60534], [0.74951, 5.48875, -1.32612], [0.76805, 7.38736, 0.28067], [-0.03418, 7.02042, 2.60096], [-0.87409, 4.79667, 3.29343], [2.25218, -3.28385, -7.34417], [1.73808, -2.63604, -6.08501], [0.77181, -1.64362, -6.13312], [0.30157, -1.01364, -4.97959], [-0.77522, 0.02355, -5.14714], [0.84542, -1.37750, -3.74499], [0.42039, -0.29929, -1.84163], [-0.97767, 0.80367, -0.46437], [-2.28599, 0.78088, -0.64787], [-3.10028, 1.33243, 0.15253], [-2.94649, 0.11420, -1.82448], [-2.88213, -1.27126, -1.95921], [-3.59192, -1.89800, -2.97383], [-4.37065, -1.15171, -3.84914], [-4.44865, 0.22717, -3.70270], [-3.74756, 0.85698, -2.68414], [0.85119, 1.54583, -2.85961], [-0.10005, 2.56245, -2.89586], [0.14836, 3.76488, -3.53927], [1.37201, 3.96786, -4.16079], [2.33283, 2.97082, -4.11210], [2.09918, 1.75777, -3.46259], [3.21048, 0.73954, -3.43806], [1.77635, -2.42197, -3.66483], [2.34488, -2.90026, -2.35354], [2.21607, -3.02392, -4.84052], [1.58736, -3.08842, -8.18655], [2.34142, -4.36504, -7.22419], [3.24228, -2.90172, -7.60677], [0.35114, -1.35503, -7.09299], [-1.49812, -0.30886, -5.89417], [-0.35657, 0.97730, -5.47932], [-1.31558, 0.20242, -4.22243], [-2.26891, -1.84076, -1.26598], [-3.53778, -2.97494, -3.07549], [-4.92264, -1.64512, -4.64076], [-5.06199, 0.81235, -4.37800], [-3.82576, 1.92857, -2.54246], [-1.04873, 2.41305, -2.39806], [-0.60956, 4.53891, -3.54598], [1.58310, 4.90168, -4.66876], [3.30072, 3.13411, -4.57597], [4.18048, 1.24123, -3.45238], [3.15421, 0.07359, -4.30277], [3.16496, 0.10693, -2.54891], [1.65527, -2.79156, -1.51521], [3.26808, -2.36015, -2.11817], [2.58633, -3.96272, -2.41293], [2.94324, -3.82898, -4.77336], [-0.55284, -6.45336, 5.30711], [-0.20420, -6.23259, 4.14795], [0.50999, -7.00910, 3.52091], [-0.65398, -5.03328, 3.50323], [-0.28416, -4.77660, 2.18167], [-0.67592, -3.60089, 1.55157], [-1.39977, -2.57391, 2.29551], [-1.59784, -1.37582, 1.91751], [-1.90621, -3.01605, 3.56802], [-1.50131, -4.17620, 4.18863], [-2.84942, -2.19708, 4.27071], [-2.68318, -1.85805, 5.46890], [-4.08706, -2.05225, 3.72188], [-0.37826, -3.47849, 0.19561], [0.15649, -4.46310, -0.41742], [-0.62099, -2.36807, -0.42590], [0.28847, -5.49543, 1.61948], [-1.83948, -4.41152, 5.18632], [-4.22842, -0.56171, 2.50811], [-5.94289, 0.01071, 3.15813], [-6.90638, -0.90741, 3.56699], [-8.15670, -0.46843, 3.97722], [-8.46600, 0.88577, 3.95165], [-7.50958, 1.80005, 3.53015], [-6.24645, 1.36916, 3.14899], [-6.66638, -1.96321, 3.56956], [-8.89875, -1.18799, 4.30341], [-9.44875, 1.22575, 4.25650], [-7.74264, 2.85823, 3.50957], [-5.49407, 2.07732, 2.82272]], "mulliken_spin": [0.69, 0.01, -0.04, 0.03, 0.02, 0.00, 0.00, 0.00, -0.01, 0.02, 0.10, 0.00, 0.04, -0.01, 0.01, 0.00, 0.01, -0.02, 0.01, 0.00, 0.00, -0.01, 0.01, -0.01, -0.01, 0.00, 0.00, 0.00, 0.00, 0.00, 0.00, 0.00, 0.00, 0.02, 0.00, 0.00, 0.00, 0.00, 0.00, 0.94, -0.08, 0.03, -0.08, 0.14, -0.08, 0.16, 0.10, 0.00, 0.01, 0.00, 0.01, 0.00, 0.00, 0.00, -0.07, 0.04, 0.20, 0.24, 0.25, 0.06, 0.04, 0.03, 0.04, 0.02, 0.00, 0.01, 0.01, 0.07, 0.01, 0.00, 0.01, 0.00, -0.01, -0.02, 0.03, 0.08, 0.01, 0.00, 0.00, 0.00, 0.00, 0.00, 0.00, 0.01, -0.07, 0.00, 0.00, 0.00, 0.00, 0.00, 0.00, 0.00, 0.00, 0.00, 0.00, 0.03, -0.04, 0.00, -0.01, 0.00, 0.01, 0.00, 0.00, -0.03, 0.23, -0.10, 0.03, 0.09, 0.00, 0.14, 0.39, 0.47, -0.04, 0.30, 0.25, 0.13, 0.05, 0.01, 0.08, 0.00, 0.00, 0.00, 0.00, 0.00, 0.00, 0.00, 0.00, 0.00, 0.00, 0.00]}